No. 1
This record from the OMol25 dataset describes a molecular structure, C48H46LaN7O2S2SbSi. The level of theory is ωB97M-V/def2-TZVPD.

The geometry in XYZ format:
```
108
C48H46LaN7O2S2SbSi ωB97M-V/def2-TZVPD
La -0.379 -1.138 0.263
N -0.160 -1.084 4.967
C -1.561 -1.317 5.018
C -2.037 -1.387 3.723
N -0.933 -1.317 2.889
C 0.145 -1.062 3.631
C 1.438 -0.867 3.096
N 1.749 -0.852 1.748
C 3.115 -0.553 1.595
C 3.604 -0.332 2.867
N 2.552 -0.473 3.790
H 0.533 -1.107 5.733
H -2.144 -1.452 5.970
H -3.046 -1.465 3.300
H 3.517 -0.440 0.586
H 4.640 -0.245 3.184
H 2.740 -0.570 4.753
O -3.828 1.170 1.811
S -2.994 0.880 0.647
O -1.488 1.057 0.730
N -2.984 -0.730 0.201
C -4.070 -1.442 0.513
C -5.439 -1.009 0.614
C -6.377 -1.882 1.058
C -6.098 -3.284 1.346
C -4.769 -3.752 1.265
C -4.453 -5.124 1.368
C -3.211 -5.581 0.917
C -2.308 -4.603 0.464
N -2.571 -3.274 0.461
C -3.742 -2.817 0.828
C -3.486 1.751 -0.786
C -2.788 1.525 -1.987
C -3.263 2.123 -3.148
C -4.385 2.996 -3.097
C -5.024 3.248 -1.873
C -4.553 2.622 -0.660
H -5.679 -0.023 0.244
H -7.340 -1.579 1.370
H -6.918 -3.939 1.752
H -5.203 -5.783 1.753
H -3.031 -6.645 1.022
H -1.292 -4.822 0.095
H -1.893 0.878 -1.981
H -2.748 1.959 -4.138
H -4.728 3.441 -4.040
H -5.814 3.926 -1.867
H -5.087 2.708 0.278
S 1.355 0.834 -1.408
Sb 2.042 2.963 -0.925
C 0.538 4.421 -1.396
C -0.407 4.828 -0.478
C -1.192 5.952 -0.661
C -1.041 6.782 -1.751
C -0.052 6.452 -2.695
C 0.720 5.270 -2.572
C 3.793 3.252 -2.131
C 4.136 2.290 -3.032
C 5.224 2.449 -3.891
C 5.933 3.709 -3.846
C 5.520 4.709 -2.947
C 4.506 4.414 -2.039
C 2.416 2.937 1.148
C 3.743 3.088 1.518
C 4.094 3.543 2.786
C 3.057 3.911 3.677
C 1.705 3.702 3.333
C 1.375 3.216 2.044
H -0.625 4.138 0.307
H -2.014 5.990 0.036
H -1.537 7.708 -1.864
H 0.055 7.048 -3.565
H 1.534 5.197 -3.288
H 3.571 1.347 -3.011
H 5.512 1.622 -4.512
H 6.722 3.896 -4.566
H 6.059 5.664 -2.882
H 4.264 5.158 -1.270
H 4.557 2.983 0.806
H 5.173 3.566 3.111
H 3.327 4.333 4.676
H 0.942 3.798 4.127
H 0.300 3.195 1.797
C -0.757 -1.967 -2.650
Si 0.450 -3.307 -2.246
C 2.114 -3.010 -3.134
C -0.386 -4.855 -3.053
N 0.602 -3.239 -0.512
C 1.335 -4.160 0.158
C 2.286 -5.050 -0.381
C 2.936 -5.968 0.461
C 2.729 -5.955 1.860
C 1.856 -5.028 2.462
C 1.087 -4.229 1.612
H -0.424 -0.990 -2.384
H -1.794 -2.221 -2.347
H -0.818 -1.909 -3.732
H 2.114 -3.566 -4.066
H 3.046 -3.037 -2.531
H 2.059 -1.942 -3.537
H -1.151 -4.549 -3.765
H -0.778 -5.486 -2.251
H 0.404 -5.424 -3.589
H 2.429 -5.196 -1.488
H 3.693 -6.646 0.018
H 3.357 -6.558 2.541
H 1.664 -4.971 3.514
H 0.439 -3.433 2.131
```

Summary:
ΔE to the lowest compared entry with this formula, charge and spin ... 0.000 eV
Max |F| ... 4.74 eV/A
HOMO level ... -8.77 eV
Molar mass ... 1105.83 u
LUMO ... -0.094 hartree
Total charge ... +1
E ... -3748.086519 Ha
Gap between HOMO and LUMO ... 6.210 eV

Here are the Mulliken charges for atoms 1 to 8, given in e: 1.597 0.027 -1.125 -0.371 0.872 -0.496 0.072 1.002



No. 2
This record from the OMol25 dataset describes a molecular structure, C48H46MoNOP2Si. The level of theory is ωB97M-V/def2-TZVPD.

The geometry in XYZ format:
```
100
C48H46MoNOP2Si ωB97M-V/def2-TZVPD
Mo -0.534 0.260 0.536
C 1.990 -2.605 -0.563
Si 0.935 -1.129 -1.064
C -0.058 -1.763 -2.532
C 0.373 -2.778 -3.396
C -0.328 -3.067 -4.556
C -1.478 -2.346 -4.878
C -1.931 -1.353 -4.027
C -1.225 -1.073 -2.853
P -1.772 0.229 -1.693
C -3.574 -0.087 -1.691
C -3.954 -1.308 -1.137
C -5.263 -1.750 -1.212
C -6.219 -0.966 -1.848
C -5.848 0.243 -2.416
C -4.529 0.681 -2.348
C -1.460 1.752 -2.665
C -2.231 2.910 -2.545
C -1.917 4.048 -3.275
C -0.829 4.044 -4.138
C -0.054 2.899 -4.265
C -0.370 1.758 -3.538
C 2.191 0.052 -1.858
C 2.941 -0.292 -2.990
C 3.956 0.530 -3.447
C 4.268 1.709 -2.765
C 3.545 2.065 -1.642
C 2.494 1.249 -1.212
P 1.569 1.637 0.310
C 1.250 3.427 0.274
C 1.236 4.138 -0.922
C 0.946 5.499 -0.921
C 0.670 6.154 0.268
C 0.646 5.442 1.463
C 0.918 4.084 1.463
C 2.913 1.404 1.547
C 3.506 2.406 2.305
C 4.572 2.106 3.150
C 5.057 0.812 3.240
C 4.481 -0.193 2.470
C 3.421 0.106 1.633
H 2.507 -2.952 -1.469
H 1.402 -3.444 -0.166
H 2.764 -2.353 0.171
H 1.264 -3.356 -3.164
H 0.018 -3.857 -5.214
H -2.024 -2.571 -5.788
H -2.838 -0.811 -4.268
H -3.199 -1.936 -0.680
H -5.540 -2.709 -0.785
H -7.247 -1.303 -1.910
H -6.584 0.849 -2.931
H -4.261 1.611 -2.830
H -3.081 2.935 -1.880
H -2.526 4.939 -3.165
H -0.589 4.932 -4.714
H 0.796 2.888 -4.938
H 0.244 0.872 -3.649
H 2.718 -1.210 -3.530
H 4.519 0.254 -4.331
H 5.078 2.340 -3.111
H 3.792 2.975 -1.104
H 1.444 3.634 -1.856
H 0.937 6.046 -1.858
H 0.451 7.215 0.267
H 0.398 5.947 2.390
H 0.861 3.523 2.391
H 3.166 3.427 2.237
H 5.027 2.898 3.734
H 5.890 0.587 3.896
H 4.864 -1.206 2.520
H 2.983 -0.675 1.024
C -1.382 0.499 2.755
C -2.209 -0.409 2.031
C -1.424 -1.559 1.707
C -0.106 -1.337 2.214
C -0.091 -0.063 2.873
C 0.971 0.378 3.829
C 0.934 -2.393 2.421
C -1.926 -2.905 1.275
C -3.686 -0.223 1.898
C -1.879 1.739 3.418
H 1.966 0.089 3.507
H 0.778 -0.103 4.791
H 0.969 1.455 3.988
H 1.944 -2.019 2.260
H 0.780 -3.247 1.765
H 0.875 -2.743 3.454
H -1.449 -3.267 0.362
H -3.003 -2.897 1.118
H -1.716 -3.627 2.065
H -3.932 0.711 1.391
H -4.129 -0.185 2.893
H -4.155 -1.029 1.350
H -2.596 1.464 4.197
H -2.394 2.398 2.722
H -1.072 2.298 3.887
O -2.241 4.279 0.609
C -1.809 3.181 0.515
N -1.398 2.056 0.409
```

Summary:
ΔE to the lowest compared entry with this formula, charge and spin ... 0.145 eV
Spin multiplicity ... 3
Max |F| ... 1.50 eV/A
HOMO level (alpha / beta) ... -10.86 / -11.11 eV
Molar mass ... 838.88 u
LUMO (alpha / beta) ... -0.071 / -0.133 hartree
Total charge ... +1
E ... -3027.034175 Ha
Gap between HOMO and LUMO (alpha / beta) ... 8.918 / 7.508 eV

Here are the Mulliken charges for atoms 1 to 8, given in e: -2.611 -1.740 1.807 0.871 -0.351 -0.869 -0.889 -0.445



Q: What is the total charge in the first record?
A: +1